{
  "formula": "C2H9ClN3",
  "method": "ωB97M-V with the def2-TZVPD basis set",
  "spin_multiplicity": 1,
  "charge": 1,
  "largest_force_ev_per_a": 3.7,
  "relative_energy_kcal_mol": 18.0,
  "gap_ha": 0.400,
  "species": ["H", "H", "C", "C", "H", "Cl", "H", "H", "H", "N", "N", "H", "H", "H", "N"],
  "xyz": [[-1.4107, 2.1391, -0.0382], [0.7228, 0.3189, 1.5282], [0.1961, -1.2789, 0.4862], [-0.1686, 1.1963, -1.0294], [-0.8934, 0.0204, 1.5755], [0.0259, -0.4117, -1.8500], [-2.1800, 1.0531, -1.0013], [2.1100, -1.2123, 0.9082], [1.7392, -2.4190, -0.2199], [1.3672, -1.8110, 0.4648], [0.0339, -0.4213, 1.4758], [-0.6995, -1.8168, 0.2599], [0.6263, 1.4274, -0.4023], [-0.0286, 2.0408, -1.8780], [-1.4405, 1.1750, -0.2795]],
  "mulliken_charge": [0.244, 0.295, -0.088, -0.391, 0.359, -0.148, 0.269, 0.265, 0.267, -0.287, -0.458, 0.469, 0.390, 0.351, -0.538]
}

***

{
  "formula": "C2H7NS",
  "method": "ωB97M-V with the def2-TZVPD basis set",
  "spin_multiplicity": 2,
  "charge": -1,
  "largest_force_ev_per_a": 1.6,
  "relative_energy_kcal_mol": 33.1,
  "gap_ha": [0.099, 0.329],
  "s2": 0.750,
  "species": ["C", "H", "C", "H", "H", "H", "S", "H", "H", "H", "N"],
  "xyz": [[-0.9579, 0.5806, 1.7153], [-1.6780, 1.2473, 1.2146], [1.0839, -0.5907, 1.8824], [-1.4055, 0.2121, -2.0414], [0.5775, -1.1921, 2.6036], [1.6072, -1.2318, 1.1277], [-0.0879, -0.0221, -2.2100], [-1.2917, 0.1234, 2.6788], [-0.2969, -1.2721, -2.5359], [1.8479, -0.0303, 2.4257], [0.1843, 0.3655, 1.1857]],
  "mulliken_charge": [-1.067, 0.694, -1.154, 0.344, 0.451, 0.305, -1.405, 0.268, 0.410, 0.286, -0.132]
}

***

{
  "formula": "CH5ISSi",
  "method": "ωB97M-V with the def2-TZVPD basis set",
  "spin_multiplicity": 1,
  "largest_force_ev_per_a": 5.4,
  "relative_energy_kcal_mol": 35.3,
  "gap_ha": [0.291, 0.291],
  "species": ["Si", "H", "H", "H", "H", "I", "H", "C", "S"],
  "xyz": [[1.0634, 0.6065, 0.6398], [0.7241, -1.4039, -1.0865], [2.1088, 0.1322, 1.4019], [-0.4822, -0.1494, -1.4973], [-0.2811, 0.8313, 1.3247], [-3.1583, 0.3067, 0.1141], [1.5819, 1.7024, -0.3379], [0.1916, -0.5100, -0.7750], [-1.7483, -1.5159, 0.2161]],
  "mulliken_charge": [0.544, 0.348, -0.102, 0.480, -0.100, 0.057, -0.067, -0.915, -0.244]
}

***

{
  "formula": "C22H45MgN4O2P2",
  "method": "ωB97M-V with the def2-TZVPD basis set",
  "spin_multiplicity": 1,
  "charge": 1,
  "largest_force_ev_per_a": 3.0,
  "gap_ha": 0.211,
  "species": ["N", "C", "H", "C", "C", "H", "C", "H", "Mg", "H", "H", "N", "C", "H", "C", "H", "H", "H", "C", "H", "P", "C", "H", "H", "H", "H", "H", "H", "H", "H", "H", "H", "H", "H", "H", "H", "P", "C", "H", "C", "H", "H", "H", "O", "H", "H", "C", "C", "H", "H", "C", "H", "C", "H", "H", "C", "H", "H", "C", "C", "C", "C", "H", "H", "C", "H", "H", "H", "C", "H", "O", "N", "H", "N", "C", "H"],
  "xyz": [[-1.2955, -2.7665, 2.1267], [0.8761, 3.3794, -1.1059], [1.6023, -4.4592, 1.9770], [0.2570, -2.3600, -4.3274], [-0.4202, -3.8006, 2.3238], [-0.8594, -4.6300, 2.8681], [1.9852, 0.3198, 3.2674], [1.2498, -0.3940, 2.8759], [0.4989, 0.2927, -0.3733], [2.6153, -0.3516, -0.9170], [1.1601, 4.5451, 2.8683], [0.6825, 2.0438, -1.6407], [-0.3719, -3.2035, -2.0071], [2.9747, 0.7558, 1.4062], [0.8549, -3.6828, 1.8535], [-0.4267, -2.9486, -0.9410], [-0.9620, 2.6247, -2.8608], [-2.7904, 0.5658, -2.7170], [3.4242, 2.3454, 2.7395], [-0.3314, 4.4559, 3.8209], [-0.6860, -0.4585, -2.4249], [-2.4909, -0.4983, -2.7262], [0.9756, 3.3206, 4.1650], [2.7269, 3.0764, -0.0133], [3.7533, 3.0530, 1.9703], [-1.9022, 2.4773, 3.6159], [-2.5909, -3.0091, 3.7422], [-1.6118, 1.2102, 2.4060], [-2.9894, -0.7826, -0.6103], [2.7476, 0.3480, -1.1872], [0.6669, -1.5284, -4.9115], [3.0244, 2.8978, 3.5962], [1.4386, 4.0244, -1.8267], [2.8018, -1.3172, 0.9601], [0.9364, -3.2131, -4.4579], [-4.3107, -1.0808, -1.7602], [0.9892, 2.0322, 1.3037], [-1.1250, 1.9023, 3.0977], [1.2135, -1.8592, -2.4910], [0.4608, 3.8543, 3.3557], [-0.7119, -2.6518, -4.7467], [0.3131, -4.0561, -2.1071], [-3.0196, -2.2772, -1.5730], [-1.8001, -0.7097, 1.2770], [-0.8271, 3.4830, 1.6807], [-3.1128, -3.7857, 2.2352], [-0.2076, 2.8917, 2.3796], [-2.6374, -2.9059, 2.6611], [3.1776, -2.9927, 0.8645], [4.3146, 1.8044, 3.0866], [-2.8693, -1.0847, -4.0831], [-0.6594, 0.8651, -4.5409], [1.2058, -2.4896, 1.1770], [0.9616, 0.4569, -3.9503], [0.6373, 2.8292, -3.6194], [0.0540, 2.1531, -2.9452], [-1.3594, -3.5384, -2.3503], [-3.2058, -2.0193, 2.4001], [0.1735, -2.0366, -2.8351], [2.4336, 1.3189, 2.1959], [-1.6667, 1.4725, -0.2018], [1.6783, 3.3407, 0.2101], [-0.1092, 3.8967, -0.9522], [-0.5803, 1.3200, 3.8506], [-3.2331, -1.2014, -1.5897], [2.8584, -0.2539, 3.6072], [-2.3277, -0.6256, -4.9192], [1.5629, 0.8196, 4.1487], [-0.0466, 0.7776, -3.6335], [1.6814, 4.3382, 0.6697], [-2.6245, 2.1115, -0.2154], [2.4832, -2.2714, 0.7342], [-3.9402, -0.8961, -4.2397], [0.3340, -1.4748, 0.9444], [-0.9525, -1.6163, 1.4503], [-2.7300, -2.1732, -4.1107]],
  "mulliken_charge": [0.203, -1.291, 0.470, -1.583, -0.471, 0.532, -1.240, 0.153, 3.144, -0.168, 0.342, -0.183, -1.351, 0.213, -1.071, 0.198, 0.267, 0.520, -1.661, 0.467, 0.251, 0.511, 0.258, 0.479, 0.329, 0.482, 0.393, -0.086, -0.029, 0.359, 0.333, 0.275, 0.504, 0.024, 0.482, 0.480, 0.226, -0.986, 0.205, -1.585, 0.248, 0.488, 0.230, -0.825, 0.522, 0.401, 0.504, -1.200, 0.316, 0.492, -1.634, 0.325, 0.233, 0.498, 0.515, -1.279, 0.309, 0.344, 0.681, 0.584, -0.413, -0.713, 0.270, 0.241, -1.085, 0.463, 0.331, 0.319, -0.770, 0.320, -0.328, -0.287, 0.455, 0.157, -0.388, 0.284]
}

***

{
  "formula": "C7H12OSSi",
  "method": "ωB97M-V with the def2-TZVPD basis set",
  "spin_multiplicity": 3,
  "largest_force_ev_per_a": 7.4,
  "gap_ha": [0.233, 0.364],
  "s2": 2.008,
  "species": ["C", "H", "H", "H", "H", "H", "S", "O", "H", "H", "H", "C", "H", "H", "H", "C", "Si", "C", "C", "C", "C", "H"],
  "xyz": [[1.6507, 1.8963, -2.4673], [-0.7140, -1.7937, 2.3821], [1.0931, 1.8233, 1.8785], [-1.7336, -1.9387, 0.8970], [-0.3530, -2.0671, -1.8922], [-1.1842, -1.2119, -3.3088], [0.5246, 0.8800, -3.1719], [0.5311, -0.0071, -0.6782], [-1.8561, -1.3636, -1.6805], [1.6888, 0.6433, 2.9543], [-0.0361, -2.3865, 0.6213], [-2.3223, 1.9377, 0.9590], [-3.0495, 2.6110, 0.9916], [2.4602, 0.5277, 1.3860], [2.0886, 1.8972, -1.4173], [-1.5044, 0.9980, 0.9115], [0.0257, -0.0806, 0.8663], [1.4416, 0.7861, 1.8396], [-0.0261, -0.1615, -1.8989], [-0.6908, -1.7436, 1.2618], [-0.9503, -1.2689, -2.2371], [2.3714, 2.1918, -3.2162]],
  "mulliken_charge": [-0.675, 0.356, 0.308, 0.297, 0.300, 0.378, -0.115, -0.238, 0.222, 0.356, 0.268, 0.329, 0.543, 0.283, 0.287, -0.898, 0.206, -1.057, 0.532, -0.931, -1.058, 0.307]
}

***

{
  "formula": "H2N2O2",
  "method": "ωB97M-V with the def2-TZVPD basis set",
  "spin_multiplicity": 1,
  "largest_force_ev_per_a": 5.3,
  "relative_energy_kcal_mol": 69.4,
  "gap_ha": [0.383, 0.383],
  "species": ["N", "H", "H", "O", "O", "N"],
  "xyz": [[0.4760, 0.0396, 0.8815], [1.4675, 0.1983, 0.7401], [-0.0891, -0.6625, 1.3215], [-0.1633, 1.0539, -1.3988], [-1.2302, -0.7487, -0.8096], [-0.4610, 0.1194, -0.7347]],
  "mulliken_charge": [-0.474, 0.251, 0.261, -0.453, -0.458, 0.874]
}

***

{
  "formula": "C6H10O",
  "method": "ωB97M-V with the def2-TZVPD basis set",
  "spin_multiplicity": 1,
  "largest_force_ev_per_a": 0.3,
  "smiles": "C=C1[C@H]2C[C@H]2[C@H]1O.[H][H]",
  "relative_energy_kcal_mol": 67.5,
  "gap_ha": 0.370,
  "species": ["H", "C", "C", "H", "C", "H", "C", "C", "C", "H", "O", "H", "H", "H", "H", "H", "H"],
  "xyz": [[0.3171, -1.9981, 0.2296], [2.1512, 0.3910, 0.5945], [-1.1114, -0.1687, -0.3522], [2.7801, -0.4329, 0.9259], [-0.2245, 1.0821, -0.2788], [0.2873, -1.1790, -2.9847], [-0.0346, -0.9819, 0.3935], [-1.3889, -0.7210, 1.0023], [0.8506, 0.2214, 0.4015], [0.1128, 1.4029, -1.2690], [-0.7161, 2.2376, 0.3449], [-0.9470, 2.0097, 1.2547], [0.5327, -1.0485, -2.2951], [-1.5399, -0.0941, 1.8835], [-1.6888, -0.4584, -1.2249], [2.6539, 1.3349, 0.3873], [-2.0346, -1.5971, 0.9869]],
  "mulliken_charge": [0.381, -0.988, -0.227, 0.286, -0.156, 0.270, -0.020, -0.821, 0.223, 0.374, -0.528, 0.338, -0.279, 0.198, 0.422, 0.277, 0.251]
}

***

{
  "formula": "C14H24BeNO7P2STe",
  "method": "ωB97M-V with the def2-TZVPD basis set",
  "spin_multiplicity": 1,
  "charge": 1,
  "largest_force_ev_per_a": 3.9,
  "relative_energy_kcal_mol": 28.8,
  "gap_ha": 0.243,
  "species": ["H", "H", "O", "O", "H", "C", "H", "N", "Te", "O", "C", "Be", "C", "H", "H", "H", "C", "P", "H", "H", "P", "H", "H", "H", "H", "H", "H", "H", "C", "H", "C", "H", "O", "H", "H", "C", "O", "S", "H", "C", "H", "C", "H", "C", "O", "C", "C", "O", "C", "H", "C"],
  "xyz": [[-4.3210, -3.0492, -0.6503], [-5.2161, -4.5629, -0.2639], [-0.8156, 1.0601, 0.2791], [3.5502, -1.5609, 1.1213], [0.9764, 1.2299, -3.9703], [1.5485, 2.8060, -2.5376], [-3.9136, -2.5815, 1.6360], [1.9421, 1.5018, 1.0682], [-1.1717, 1.3297, -2.5794], [1.3232, -2.3122, 0.1441], [0.9975, 1.4409, -2.8694], [-0.1132, -2.5071, 0.6917], [1.4800, 0.1642, 1.4695], [-2.4878, -4.3438, -1.4086], [4.3678, -1.2075, 0.6596], [-3.4814, -5.2902, 2.5938], [3.0947, 4.6690, -2.6042], [-0.3847, 0.1517, 1.3959], [-3.2950, -5.8291, -0.8989], [1.8317, 0.7709, 3.4699], [2.2338, -1.0649, 0.3148], [2.6104, 1.8809, 1.7002], [-1.5154, 1.0431, 2.9919], [2.3562, 1.3976, 0.1244], [2.2941, 6.5975, -1.7807], [-1.1204, 3.2522, -0.7002], [-2.4874, -3.8169, 2.7945], [0.2588, 5.6133, -0.9047], [-3.0281, -4.7986, -0.5397], [2.8207, -0.6759, 2.8873], [-0.8276, 3.3529, -1.7675], [-5.0892, -3.8355, 2.0267], [-0.8559, -3.8871, 0.6113], [1.2781, -0.8525, 3.4440], [-1.5160, 4.0399, -2.3433], [-4.2535, -4.0169, -0.0774], [-0.6233, 0.6782, 2.8312], [-1.8334, -5.0719, 0.8780], [1.1521, 2.1394, 0.8344], [-4.1339, -3.6924, 1.4954], [4.0778, 5.0324, -2.8602], [2.1767, 5.5306, -1.9059], [1.5266, 0.6634, -2.4696], [1.0330, 4.9956, -1.4772], [2.5998, -0.2468, -0.8405], [0.6074, 3.7227, -1.9504], [-3.0116, -4.4644, 2.0851], [-0.8386, -1.3097, 1.3677], [2.7872, 3.3445, -2.9159], [3.5472, 2.7412, -3.4609], [1.8626, -0.1716, 2.8603]],
  "mulliken_charge": [0.251, 0.301, -0.244, -0.607, 0.549, 0.731, 0.125, -0.133, 0.046, 0.100, -1.117, -0.567, 0.806, 0.343, 0.379, 0.438, -0.313, 0.124, 0.377, 0.488, 0.642, 0.387, 0.391, 0.291, 0.396, 0.331, 0.312, 0.315, -0.518, 0.456, -1.081, 0.399, -0.191, 0.314, 0.504, -0.563, -0.501, 0.285, 0.312, -0.446, 0.408, -0.624, 0.527, -0.590, -0.750, 0.508, -0.543, 0.195, -0.893, 0.385, -1.733]
}